(1)
# C19H6Cl11OPd

A structure of composition C19H6Cl11OPd (ωB97M-V/def2-TZVPD, the OMol25 dataset).

CARTESIAN COORDINATES (ANGSTROEM)
Pd: 0.073958 0.635435 0.759928
Cl: -3.014238 -0.332948 1.477024
C: -1.920513 -1.588145 0.997566
C: -0.593628 -1.253167 0.755034
C: 0.237001 -2.315082 0.392013
Cl: 1.934898 -2.012214 0.171625
C: -0.227284 -3.616402 0.208061
Cl: 0.842126 -4.875097 -0.285317
C: -1.569748 -3.895249 0.429914
Cl: -2.171586 -5.498082 0.208806
C: -2.419977 -2.876275 0.843421
Cl: -4.087024 -3.222106 1.128627
Cl: 2.175390 -2.746307 -5.122911
C: 1.375179 -1.714422 -3.991165
C: 2.082037 -0.714129 -3.325000
Cl: 3.777532 -0.533844 -3.600125
C: 1.436342 0.117497 -2.430728
Cl: 2.301719 1.310047 -1.534096
C: 0.054953 0.002110 -2.135822
O: -0.527496 0.758992 -1.284230
C: -0.630823 -1.024416 -2.833118
Cl: -2.312680 -1.206328 -2.499209
C: 0.015220 -1.859033 -3.732672
Cl: -0.876575 -3.097434 -4.541618
Cl: -0.169038 6.323534 0.961778
C: 0.074693 4.690366 1.529946
C: 1.153966 3.967580 1.096817
C: 1.335805 2.660628 1.567637
C: 0.434054 2.077118 2.481484
C: 0.519316 0.660063 2.740355
C: -0.684891 2.860761 2.872666
C: -0.854374 4.142676 2.420688
H: 1.857247 4.399818 0.398472
H: 2.225872 2.109827 1.283066
H: -0.237594 0.256579 3.406737
H: 1.513695 0.255654 2.916682
H: -1.416844 2.419535 3.537886
H: -1.706688 4.732460 2.729780

Forces on atoms 1 to 3 (eV/Å):
-0.21 -0.03 0.02
-0.08 0.17 0.05
0.03 0.10 -0.07

Gap between HOMO and LUMO: 7.457 eV
E_HOMO: -5.004 eV
2S+1: 1
Energy above the lowest of the compared OMol25 structures with the same formula, charge and spin: 3.4 kcal/mol
Charge: -1

---

(2)
# C19H6Cl11OPd

A structure of composition C19H6Cl11OPd in a non-equilibrium geometry (ωB97M-V/def2-TZVPD, the OMol25 dataset).

CARTESIAN COORDINATES (ANGSTROEM)
Pd: -0.138565 0.429259 -0.124337
Cl: -1.195635 -0.630193 1.996400
C: 0.430602 -1.234203 2.011543
C: 1.121669 -1.053147 0.815998
C: 2.455552 -1.428867 0.791596
Cl: 3.359304 -1.108340 -0.639915
C: 3.065732 -2.024588 1.890991
Cl: 4.718210 -2.502025 1.827612
C: 2.337421 -2.221098 3.061782
Cl: 3.088563 -2.928580 4.435151
C: 1.004801 -1.811252 3.132611
Cl: 0.106862 -2.014496 4.585357
Cl: 0.662686 -3.687200 -5.794663
C: -0.041614 -2.906524 -4.430725
C: 0.332032 -1.609627 -4.101363
Cl: 1.487646 -0.773908 -5.063092
C: -0.223577 -0.983362 -3.005404
Cl: 0.299889 0.590104 -2.552704
C: -1.181433 -1.599697 -2.141672
O: -1.673647 -1.025578 -1.137113
C: -1.523022 -2.934529 -2.523288
Cl: -2.604920 -3.790157 -1.494381
C: -0.974829 -3.559361 -3.623022
Cl: -1.438709 -5.164519 -4.024626
Cl: -3.814840 5.248455 1.965221
C: -2.487966 4.212265 1.549838
C: -2.066916 4.127773 0.227474
C: -0.953709 3.387015 -0.089714
C: -0.216134 2.685933 0.908035
C: 1.048334 2.091247 0.619655
C: -0.744209 2.725206 2.231173
C: -1.844106 3.486406 2.543942
H: -2.605735 4.658640 -0.542753
H: -0.598773 3.374103 -1.114150
H: 1.658801 1.799448 1.472185
H: 1.601439 2.472245 -0.240818
H: -0.247454 2.170381 3.016391
H: -2.203748 3.532770 3.560785

Forces on atoms 1 to 3 (eV/Å):
0.25 -0.47 0.00
-0.48 -0.11 0.68
0.91 -0.44 -0.48

Gap between HOMO and LUMO (spin up / spin down): 6.147 / 6.802 eV
E_HOMO (spin up / spin down): -3.760 / -5.023 eV
2S+1: 3
<S²>: 2.03
Energy above the lowest of the compared OMol25 structures with the same formula, charge and spin: 10.9 kcal/mol
Charge: -1

---

Please write out number 1 again, unchanged.
# C19H6Cl11OPd

A structure of composition C19H6Cl11OPd (ωB97M-V/def2-TZVPD, the OMol25 dataset).

CARTESIAN COORDINATES (ANGSTROEM)
Pd: 0.073958 0.635435 0.759928
Cl: -3.014238 -0.332948 1.477024
C: -1.920513 -1.588145 0.997566
C: -0.593628 -1.253167 0.755034
C: 0.237001 -2.315082 0.392013
Cl: 1.934898 -2.012214 0.171625
C: -0.227284 -3.616402 0.208061
Cl: 0.842126 -4.875097 -0.285317
C: -1.569748 -3.895249 0.429914
Cl: -2.171586 -5.498082 0.208806
C: -2.419977 -2.876275 0.843421
Cl: -4.087024 -3.222106 1.128627
Cl: 2.175390 -2.746307 -5.122911
C: 1.375179 -1.714422 -3.991165
C: 2.082037 -0.714129 -3.325000
Cl: 3.777532 -0.533844 -3.600125
C: 1.436342 0.117497 -2.430728
Cl: 2.301719 1.310047 -1.534096
C: 0.054953 0.002110 -2.135822
O: -0.527496 0.758992 -1.284230
C: -0.630823 -1.024416 -2.833118
Cl: -2.312680 -1.206328 -2.499209
C: 0.015220 -1.859033 -3.732672
Cl: -0.876575 -3.097434 -4.541618
Cl: -0.169038 6.323534 0.961778
C: 0.074693 4.690366 1.529946
C: 1.153966 3.967580 1.096817
C: 1.335805 2.660628 1.567637
C: 0.434054 2.077118 2.481484
C: 0.519316 0.660063 2.740355
C: -0.684891 2.860761 2.872666
C: -0.854374 4.142676 2.420688
H: 1.857247 4.399818 0.398472
H: 2.225872 2.109827 1.283066
H: -0.237594 0.256579 3.406737
H: 1.513695 0.255654 2.916682
H: -1.416844 2.419535 3.537886
H: -1.706688 4.732460 2.729780

Forces on atoms 1 to 3 (eV/Å):
-0.21 -0.03 0.02
-0.08 0.17 0.05
0.03 0.10 -0.07

Gap between HOMO and LUMO: 7.457 eV
E_HOMO: -5.004 eV
2S+1: 1
Energy above the lowest of the compared OMol25 structures with the same formula, charge and spin: 3.4 kcal/mol
Charge: -1

---

Q: Look up the charge of the second one.
A: -1

---

Q: Look up the charge of the second one.
A: -1